A | A cluster of 2 separate species, C5H13NO2 in total, computed with the ωB97M-V functional and the def2-TZVPD basis.

Geometry as XYZ:
```
21
Properties=species:S:1:pos:R:3
C -2.1936 1.8374 -0.1359
C 0.7958 0.2478 0.7440
C 1.6861 0.8989 -0.3057
N -1.6561 1.6148 -1.2421
H -1.5902 2.4130 -1.8811
H -0.8081 -0.0679 -1.2549
H -2.2947 1.0145 0.5516
H -2.6003 2.8028 0.1994
H 0.0541 0.9662 1.0949
H 1.3923 -0.0570 1.6068
H 1.0850 1.3850 -1.0759
H 2.3180 0.1532 -0.7860
H 2.3295 1.6492 0.1592
C 0.9456 -2.2453 0.3437
C 0.0586 -1.0023 0.2195
O -1.0964 -1.1387 1.0342
O -0.3193 -0.9066 -1.1184
H -1.5711 -1.9292 0.7490
H 1.0569 -2.5217 1.3898
H 1.9230 -2.0470 -0.0853
H 0.4849 -3.0672 -0.2068
```

Computed properties:
Molar mass in g mol⁻¹: 119.2
Net charge: 0
Structure (SMILES): CCC(C)(O)O.C=N
Highest occupied orbital energy in eV: -10.0
Frontier orbital gap in eV: 10.942
LUMO energy in eV: 1.0


B | A cluster of 2 separate species, C5H13NO2 in total, computed with the ωB97M-V functional and the def2-TZVPD basis.

Geometry as XYZ:
```
21
Properties=species:S:1:pos:R:3
C -0.3658 -1.8979 -0.0838
C -1.2616 -1.2740 0.9696
C -1.0083 -2.0908 -1.4399
O 0.5074 -2.7940 0.3130
O 0.9247 -0.7297 -0.4073
H 1.3229 -1.7349 -0.0028
H 0.9510 -0.0223 0.2869
H -2.0701 -1.9764 1.1822
H -1.6936 -0.3315 0.6310
H -0.6979 -1.1135 1.8873
H -1.7935 -2.8440 -1.3470
H -0.2632 -2.4467 -2.1487
H -1.4440 -1.1627 -1.8120
C 0.8202 2.7773 -0.6917
C 0.8801 2.6103 0.7896
N 0.9321 1.4675 1.3367
H 0.9684 1.5093 2.3536
H 0.8771 3.5356 1.3780
H 1.6610 3.3894 -1.0299
H -0.0908 3.3162 -0.9676
H 0.8440 1.8128 -1.1972
```

Computed properties:
Molar mass in g mol⁻¹: 119.2
Net charge: 0
Highest occupied orbital energy in eV: -8.9
Frontier orbital gap in eV: 9.612
LUMO energy in eV: 0.7


In order of decreasing stability: A, B.